Computed, not measured: C24H28CdN9O3S3Se as an isolated structure, with ωB97M-V/def2-TZVPD.

## Properties
HOMO energy: -4.59 eV
Charge: -1

Geometry as XYZ:
```
69
C24H28CdN9O3S3Se, DFT ωB97M-V/def2-TZVPD
Cd -0.52 -0.68 0.22
C 0.48 -3.38 0.88
C -0.04 -3.65 2.14
C 0.26 -2.56 2.99
C 0.97 -1.61 2.28
C 1.11 -2.09 0.92
H 0.44 -4.02 0.01
H -0.62 -4.52 2.41
H -0.06 -2.46 4.03
H 1.37 -0.68 2.65
H 1.87 -1.76 0.22
N 6.14 1.75 4.41
C 5.31 1.69 3.28
C 5.04 2.84 2.55
C 4.24 2.78 1.41
C 3.73 1.56 1.00
C 4.00 0.40 1.72
C 4.79 0.47 2.85
S 2.69 1.46 -0.43
O 3.09 0.25 -1.13
O 2.82 2.70 -1.15
N 1.22 1.17 0.11
C 0.58 1.99 0.97
N -0.61 1.48 1.38
C -1.34 2.19 2.23
C -0.92 3.42 2.70
C 0.32 3.85 2.25
N 1.07 3.17 1.39
H 6.15 2.64 4.87
H 5.99 1.00 5.07
H 5.44 3.79 2.87
H 4.01 3.67 0.84
H 3.60 -0.54 1.39
H 4.99 -0.43 3.42
H -2.28 1.74 2.53
H -1.51 4.00 3.40
H 0.73 4.80 2.58
C -2.69 -3.65 -0.74
N -3.60 -2.53 -0.93
C -4.26 -2.25 -2.11
C -4.89 -1.07 -1.94
N -4.59 -0.63 -0.67
C -4.97 0.65 -0.11
C -3.77 -1.52 -0.06
Se -2.99 -1.34 1.62
H -3.15 -4.55 -1.14
H -2.50 -3.76 0.32
H -1.75 -3.45 -1.26
H -4.21 -2.91 -2.95
H -5.47 -0.48 -2.62
H -5.36 1.27 -0.92
H -4.08 1.12 0.31
H -5.71 0.52 0.68
O -3.04 1.65 -2.82
S -2.00 1.35 -1.81
N -1.75 -0.07 -1.50
C -1.83 -0.93 -4.91
N -0.58 -0.49 -4.33
C -0.13 0.82 -4.34
C 0.96 0.87 -3.55
N 1.15 -0.41 -3.06
C 0.20 -1.25 -3.52
S 0.05 -2.90 -3.20
H -1.98 -0.42 -5.86
H -2.65 -0.70 -4.23
H -1.77 -2.01 -5.06
H -0.64 1.59 -4.88
H 1.60 1.69 -3.25
H 1.86 -0.63 -2.38
```